(1)
74
Properties=species:S:1:pos:R:3:forces:R:3:mulliken_spin:R:1 method="wB97M-V/def2-TZVPD" e_tot_ev=-66954.04491 multiplicity=3 charge=0
C -4.384 -3.997 -6.472 0.016 0.080 -0.009 0.0000
O -5.742 -3.727 -6.144 -0.015 -0.060 0.009 0.0000
C -6.016 -2.419 -5.829 0.015 0.003 -0.050 0.0000
O -5.327 -2.063 -4.615 -0.107 -0.034 0.068 0.0000
S -4.588 -0.627 -4.580 0.133 -0.058 0.146 0.0000
O -5.269 0.182 -3.609 -0.014 0.011 -0.061 0.0000
O -3.277 -1.228 -3.781 0.002 0.062 -0.095 0.0001
P -1.753 -1.007 -4.428 0.005 -0.159 0.053 -0.0003
O -1.027 -2.307 -3.766 -0.116 0.194 0.023 0.0000
I -0.880 0.620 -2.856 0.044 0.038 0.108 0.0000
H -3.974 -4.696 -5.743 0.002 0.008 -0.008 0.0000
H -3.782 -3.085 -6.459 0.005 -0.021 -0.044 0.0000
H -4.342 -4.439 -7.467 -0.007 -0.012 0.011 0.0000
H -5.710 -1.729 -6.626 0.010 0.030 0.034 0.0000
H -7.086 -2.351 -5.647 0.009 -0.002 0.001 0.0000
H -1.163 -3.099 -4.299 0.025 -0.081 -0.074 0.0000
C -1.989 -1.810 2.441 -0.020 0.006 -0.048 0.0059
C -1.566 -0.336 2.294 0.002 -0.024 0.094 0.0577
C -1.855 0.483 3.562 -0.002 0.053 -0.014 -0.0012
C -3.326 0.838 3.742 0.012 0.017 0.018 0.0027
C -3.830 1.559 2.497 0.056 0.011 0.018 -0.0033
C -3.642 0.726 1.225 -0.065 0.014 0.010 0.0597
N -2.232 0.218 1.066 0.108 0.051 -0.146 -0.0711
O -1.492 1.397 0.793 -0.014 -0.012 0.025 0.9398
C -4.619 -0.450 1.206 0.008 -0.011 -0.020 0.0036
C -3.934 1.576 -0.014 -0.004 -0.015 0.018 -0.0079
C -0.056 -0.313 2.034 -0.024 -0.042 0.036 -0.0045
H -2.913 -2.039 1.925 -0.010 0.005 0.019 0.0005
H -1.225 -2.460 2.015 -0.008 -0.003 0.000 0.0012
H -2.109 -2.072 3.494 0.014 -0.007 0.003 0.0005
H -1.279 1.412 3.523 -0.010 0.002 -0.047 0.0003
H -1.480 -0.082 4.419 0.007 0.018 0.011 -0.0001
H -3.922 -0.054 3.952 0.015 -0.022 -0.051 -0.0001
H -3.434 1.492 4.610 -0.030 -0.034 0.022 0.0000
H -4.889 1.812 2.586 -0.002 -0.012 0.022 -0.0005
H -3.285 2.500 2.394 0.001 -0.002 -0.031 0.0011
H -4.413 -1.103 0.358 0.001 0.001 -0.002 0.0009
H -5.626 -0.045 1.092 0.004 -0.017 -0.026 0.0035
H -4.608 -1.040 2.120 -0.018 0.018 0.014 0.0003
H -3.320 2.477 -0.038 0.011 0.005 0.002 0.0045
H -4.981 1.882 -0.003 0.013 0.001 -0.011 0.0007
H -3.747 1.004 -0.925 -0.027 -0.008 0.010 0.0024
H 0.172 -0.804 1.086 -0.020 -0.005 0.003 0.0044
H 0.447 -0.855 2.838 0.011 0.009 -0.009 0.0005
H 0.338 0.703 2.007 -0.014 -0.003 0.004 -0.0021
C 4.854 -0.525 2.380 -0.048 -0.036 -0.044 0.0247
C 5.801 0.162 1.378 -0.034 -0.086 -0.055 -0.0111
C 6.305 1.527 1.880 0.027 0.015 0.040 0.0330
C 5.273 2.646 1.810 -0.016 -0.010 0.010 -0.0184
C 4.708 2.766 0.399 0.005 0.045 0.009 0.0300
C 4.092 1.453 -0.098 -0.044 -0.120 -0.014 -0.0216
N 5.137 0.376 0.046 0.213 0.282 -0.005 0.4009
O 5.923 0.275 -0.959 -0.152 -0.132 0.061 0.5293
C 2.805 1.145 0.671 0.014 -0.023 -0.020 0.0613
C 3.726 1.552 -1.574 -0.034 0.071 -0.035 -0.0069
C 7.001 -0.757 1.169 0.008 0.032 0.057 -0.0010
H 3.808 -0.446 2.112 0.032 -0.009 0.028 -0.0077
H 5.083 -1.589 2.433 0.000 0.001 0.007 -0.0039
H 4.979 -0.106 3.380 0.014 -0.006 0.006 0.0006
H 7.170 1.811 1.272 -0.028 -0.019 -0.049 0.0012
H 6.665 1.395 2.903 0.032 0.030 -0.010 0.0031
H 4.474 2.481 2.538 -0.010 -0.030 -0.019 -0.0013
H 5.751 3.587 2.090 -0.024 0.006 0.034 0.0020
H 3.942 3.544 0.348 0.023 0.019 0.013 0.0007
H 5.510 3.054 -0.287 -0.003 -0.036 -0.015 0.0024
H 2.431 0.151 0.420 0.005 0.014 0.001 -0.0177
H 2.049 1.872 0.370 -0.014 -0.014 -0.014 0.0027
H 2.908 1.218 1.751 -0.012 0.036 -0.021 0.0013
H 4.566 1.865 -2.187 0.040 -0.022 0.029 0.0016
H 2.921 2.281 -1.681 0.007 -0.006 -0.004 0.0003
H 3.371 0.591 -1.946 -0.001 -0.001 -0.001 -0.0033
H 6.694 -1.685 0.686 -0.008 -0.001 0.007 -0.0052
H 7.416 -0.995 2.151 0.005 0.001 -0.013 0.0003
H 7.772 -0.293 0.560 -0.003 0.006 -0.018 0.0036

***

(2)
71
Properties=species:S:1:pos:R:3:forces:R:3:lowdin_charge:R:1 method="wB97M-V/def2-TZVPD" e_tot_ev=-44852.85430 charge=+1
C -1.422 1.661 -2.759 -0.393 -0.348 -0.330 -0.0730
C -0.856 0.235 -2.749 0.141 0.385 0.637 -0.1735
C -0.232 -0.236 -1.417 -0.016 -0.207 -0.974 -0.1716
O 0.223 0.816 -0.558 -0.309 -0.070 0.056 -0.0995
C -0.469 0.975 0.615 0.654 0.183 0.249 -0.1866
N -1.142 2.272 0.687 -1.119 -0.240 0.048 0.0157
C -2.462 2.549 0.572 0.194 -0.278 -0.036 -0.3774
N -3.436 1.667 0.338 0.297 0.043 0.080 0.2261
N -2.701 3.858 0.704 0.374 0.449 -0.023 0.1771
C -1.501 4.388 0.887 -0.496 -0.796 -0.117 -0.1096
N -0.523 3.472 0.895 0.027 1.373 0.214 -0.1765
P 1.231 3.715 1.103 0.923 -0.819 -0.088 0.9694
C 1.505 4.957 -0.216 -1.072 -0.341 0.375 -0.2615
C 1.362 4.739 2.622 -0.108 0.082 -0.560 -0.2652
H -2.470 1.647 -3.040 -0.221 0.039 -0.004 0.0709
H -0.931 2.258 -3.515 0.229 0.281 -0.025 0.0692
H -1.358 2.164 -1.805 0.210 0.141 0.153 0.0366
H -0.102 0.142 -3.513 0.205 -0.002 -0.371 0.0849
H -1.645 -0.465 -2.991 -0.096 -0.232 -0.136 0.1069
H -0.905 -0.926 -0.916 -0.076 0.134 0.483 0.1052
H 0.644 -0.821 -1.657 0.235 -0.213 0.120 0.1155
H -1.237 0.229 0.794 -0.156 -0.198 -0.111 0.1265
H 0.224 0.933 1.452 0.100 0.088 0.162 0.1237
H -4.343 2.040 0.133 -0.216 0.047 0.059 0.1283
H -3.307 0.675 0.343 0.084 -0.150 -0.102 0.1119
H -1.329 5.437 1.027 0.177 0.190 0.044 0.1407
H 1.241 4.494 -1.160 0.299 -0.088 -0.286 0.0397
H 2.531 5.288 -0.189 0.288 0.057 -0.074 0.0503
H 0.821 5.788 -0.069 0.138 0.369 -0.011 0.0352
H 1.496 5.782 2.360 -0.199 0.276 0.049 0.0406
H 2.268 4.421 3.119 0.145 -0.176 0.252 0.0333
H 0.519 4.615 3.287 -0.146 -0.044 0.197 0.0418
C 4.072 -0.430 -4.870 0.047 0.050 -0.093 -0.1665
C 3.725 0.815 -4.061 -0.056 -0.051 0.106 -0.1704
C 2.556 1.381 -4.855 -0.009 0.004 -0.137 -0.2087
O 1.880 0.263 -5.441 0.097 0.022 0.177 -0.1519
C 2.696 -0.908 -5.307 -0.095 -0.044 0.059 -0.1998
H 4.620 -1.182 -4.306 -0.011 -0.005 0.019 0.1137
H 4.670 -0.154 -5.741 0.000 -0.013 0.000 0.1166
H 3.397 0.531 -3.057 0.001 0.011 -0.002 0.1081
H 4.548 1.521 -3.962 0.010 0.003 -0.024 0.1119
H 2.901 2.036 -5.661 0.020 0.052 0.049 0.1195
H 1.853 1.938 -4.231 -0.056 -0.011 -0.037 0.1034
H 2.243 -1.562 -4.552 0.044 -0.038 -0.009 0.1128
H 2.714 -1.440 -6.258 -0.059 0.023 -0.022 0.1188
C -0.330 -4.661 1.403 -0.142 -0.007 -0.042 -0.1702
C -0.225 -5.497 0.129 0.117 -0.007 0.039 -0.1609
C -0.396 -4.438 -0.951 -0.084 0.011 0.030 -0.1964
O 0.146 -3.225 -0.413 -0.056 0.004 0.006 -0.1680
C 0.379 -3.382 0.993 0.219 -0.057 -0.095 -0.1972
H 0.123 -5.132 2.274 0.024 -0.014 -0.008 0.1132
H -1.377 -4.453 1.634 0.008 0.026 0.029 0.1113
H 0.766 -5.951 0.058 -0.008 -0.004 -0.015 0.1165
H -0.967 -6.290 0.061 -0.021 0.007 0.006 0.1148
H -1.455 -4.275 -1.180 -0.001 -0.049 -0.016 0.1172
H 0.124 -4.684 -1.877 0.025 0.054 -0.003 0.1183
H 1.460 -3.457 1.159 -0.016 -0.012 0.029 0.1223
H 0.005 -2.507 1.522 -0.046 0.033 0.005 0.0929
C -1.324 -2.138 5.804 0.112 0.063 -0.041 -0.1596
C -2.189 -0.995 5.281 -0.098 -0.028 0.027 -0.1632
C -1.821 -0.985 3.804 0.118 -0.033 -0.030 -0.2208
O -1.505 -2.331 3.451 -0.054 0.150 0.065 -0.1680
C -1.376 -3.121 4.643 -0.109 -0.084 0.026 -0.1895
H -1.683 -2.569 6.736 -0.027 -0.004 -0.001 0.1175
H -0.300 -1.793 5.960 -0.001 -0.015 0.010 0.1169
H -3.246 -1.237 5.404 -0.001 0.012 -0.012 0.1179
H -2.000 -0.041 5.770 0.021 0.001 0.002 0.1136
H -0.936 -0.360 3.620 -0.029 0.048 0.036 0.1084
H -2.637 -0.631 3.168 -0.013 -0.032 -0.023 0.1087
H -2.246 -3.780 4.717 0.018 -0.013 0.028 0.1239
H -0.480 -3.738 4.567 0.011 0.015 -0.070 0.1171

***

(3)
74
Properties=species:S:1:pos:R:3:forces:R:3:mulliken_spin:R:1 method="wB97M-V/def2-TZVPD" e_tot_ev=-61227.65745 multiplicity=6 charge=0 relative_energy_kcal_mol=11.2
Ru 0.075 1.092 0.005 -0.333 1.407 -0.301 3.7237
N 1.999 0.280 -0.659 0.553 -1.772 -2.223 0.2405
C 2.335 0.670 -2.060 0.414 0.128 0.014 0.0342
C 1.685 1.979 -2.448 -1.295 2.294 0.726 0.0174
O 2.022 2.682 -3.421 -0.282 -1.627 1.231 0.0513
N 0.675 2.347 -1.538 2.305 -0.428 -2.973 0.2375
C 0.052 3.628 -1.835 0.520 -0.712 2.470 0.0099
C -0.853 3.897 -0.553 0.967 -0.144 -1.409 0.0032
O -1.381 4.983 -0.524 -0.555 -0.274 0.998 0.0271
O -0.927 2.892 0.333 -0.119 2.375 -0.783 0.2315
H 2.500 0.713 0.096 0.859 0.237 -0.108 -0.0489
H 2.105 -0.745 -0.599 -0.047 1.103 0.165 -0.0650
H 1.971 -0.086 -2.789 0.357 0.209 0.634 -0.0046
H 3.415 0.766 -2.176 -0.019 -0.067 -0.263 0.0019
H -0.536 3.599 -2.730 -0.541 0.005 -0.484 0.0110
H 0.834 4.405 -1.976 -0.645 -0.228 0.258 0.0089
C -0.530 -2.451 -0.302 0.867 -0.413 -0.531 0.0484
Si 0.327 -1.836 1.303 -0.640 -0.506 0.701 -0.0202
C 2.140 -2.269 0.886 0.617 -0.155 -0.202 0.0244
C -0.186 -3.094 2.729 -0.131 2.056 -0.034 0.0272
C 0.038 0.056 1.716 -0.424 -1.858 2.779 0.1468
Si 1.036 0.614 3.298 -0.941 0.843 -0.617 -0.0032
C 1.333 2.504 3.066 1.359 -0.982 0.983 0.0339
C 0.002 0.269 4.858 0.912 -0.178 0.388 0.0332
C 2.783 -0.066 3.637 -1.585 -0.465 -0.039 0.0080
Si -1.909 0.531 2.089 0.986 1.437 -0.459 0.0202
C -2.400 2.272 2.876 0.756 -1.445 0.553 0.0129
C -2.819 -0.717 3.076 -0.122 -0.029 0.697 0.0318
C -2.693 0.541 0.332 1.422 0.379 -1.719 0.0309
C -4.047 0.609 0.062 -0.161 -0.274 -0.661 -0.0043
C -4.535 0.633 -1.247 -0.030 -0.049 -0.132 0.0160
C -3.650 0.647 -2.324 -0.647 0.320 1.176 -0.0051
C -2.316 0.655 -2.027 2.507 -1.666 0.391 0.0595
N -1.791 0.569 -0.739 -4.278 -0.598 -1.499 0.0757
H -0.567 -3.561 -0.359 -0.191 0.462 0.554 0.0018
H 0.245 -2.280 -1.097 -1.000 0.442 0.563 -0.0214
H -1.509 -2.060 -0.606 0.383 -0.011 0.071 -0.0028
H 2.641 -2.975 1.572 -0.462 0.198 -0.204 0.0021
H 2.765 -1.379 0.894 0.246 -0.044 0.358 0.0014
H 2.256 -2.683 -0.149 -0.241 0.094 0.758 -0.0059
H 0.484 -3.933 2.811 0.328 -0.248 -0.008 0.0023
H -1.173 -3.458 2.446 -0.154 -0.065 0.295 -0.0006
H -0.238 -2.542 3.714 -0.035 -0.752 -0.922 -0.0038
H 0.759 3.019 2.337 -1.085 0.511 -0.274 -0.0048
H 2.318 2.469 2.596 0.365 0.101 -0.106 0.0084
H 1.520 3.093 3.994 -0.504 -0.367 -0.558 0.0024
H 0.367 -0.663 5.337 -0.152 0.438 -0.117 0.0026
H -1.061 0.140 4.711 -0.029 0.258 0.012 -0.0073
H 0.157 1.102 5.565 -0.062 -0.339 -0.127 -0.0018
H 3.522 0.308 2.976 0.766 0.361 -0.758 -0.0019
H 2.827 -1.145 3.668 0.024 -0.408 -0.119 0.0003
H 3.014 0.264 4.629 0.232 0.370 0.699 -0.0003
H -1.780 2.396 3.784 -0.240 -0.077 -0.194 -0.0006
H -3.456 2.187 3.243 0.775 0.318 -0.637 0.0011
H -2.140 3.111 2.232 -0.544 -0.148 -0.076 0.0012
H -2.189 -0.981 3.935 -0.559 -0.115 -0.152 -0.0029
H -2.975 -1.610 2.500 -0.302 -0.512 -0.188 0.0022
H -3.775 -0.272 3.416 0.428 -0.438 -0.105 0.0003
H -4.715 0.587 0.893 -0.518 -0.006 0.386 -0.0002
H -5.597 0.583 -1.492 0.200 0.166 0.466 0.0006
H -4.038 0.656 -3.328 0.243 -0.058 -0.210 0.0004
H -1.594 0.418 -2.866 -0.535 0.931 1.172 0.0057
N 2.631 -0.691 -5.109 0.333 -0.663 1.193 0.0007
C 1.453 -1.456 -5.474 -0.718 1.243 -2.147 0.0000
C 1.101 -2.757 -4.782 1.069 -0.778 -0.617 0.0003
N 0.316 -2.636 -3.575 -0.197 -0.595 1.637 -0.0003
H 2.663 0.217 -5.555 0.060 -0.217 0.047 0.0000
H 3.497 -1.199 -5.211 0.074 0.123 -0.259 0.0000
H 1.476 -1.662 -6.598 -0.208 0.000 1.165 0.0001
H 0.658 -0.715 -5.315 -0.356 -0.490 -0.175 0.0002
H 2.073 -3.319 -4.687 -0.698 0.144 0.168 0.0000
H 0.477 -3.338 -5.494 0.422 0.342 0.379 0.0000
H 0.808 -2.240 -2.761 0.022 -0.005 -1.030 0.0046
H 0.025 -3.568 -3.212 0.214 0.912 -0.666 0.0000